Entry 1:
{
  "formula": "C4H4OS",
  "method": "ωB97M-V/def2-TZVPD",
  "species": ["S", "O", "C", "C", "C", "C", "H", "H", "H", "H"],
  "coordinates": [[-0.831002, 1.359275, 1.167921], [1.697423, -4.013327, 0.365844], [0.065366, 0.505584, -0.129001], [0.522325, -1.865297, 0.692677], [0.533491, -0.744980, -0.272937], [1.185505, -2.969871, 0.508320], [-2.139955, 1.603695, 0.879129], [-0.166789, -1.668949, 1.555339], [1.093237, -0.885040, -1.131867], [0.050633, 1.009524, -1.018664]],
  "atomic_forces_ev_per_a": [[0.751, -0.295, 1.231], [-0.395, 1.511, 0.092], [-1.792, -1.259, 0.737], [-1.464, 2.425, 0.339], [-0.298, -0.033, 2.736], [0.378, -2.212, 0.121], [0.557, -0.605, -0.871], [0.991, -0.821, -0.608], [0.862, -0.412, -1.799], [0.410, 1.703, -1.978]],
  "smiles": "O=C=C/C=C\\S",
  "e_tot_ev": -17093.218,
  "orbital_gap_ev": 9.096,
  "e_homo_ev": -8.60,
  "charge": 0
}

Entry 2:
{
  "formula": "C40H44N7O3W",
  "method": "ωB97M-V/def2-TZVPD",
  "species": ["W", "O", "O", "O", "N", "N", "N", "N", "N", "N", "N", "C", "C", "C", "C", "C", "C", "C", "C", "C", "C", "C", "C", "C", "C", "C", "C", "C", "C", "C", "C", "C", "C", "C", "C", "C", "C", "C", "C", "C", "C", "C", "C", "C", "C", "C", "C", "C", "C", "C", "C", "H", "H", "H", "H", "H", "H", "H", "H", "H", "H", "H", "H", "H", "H", "H", "H", "H", "H", "H", "H", "H", "H", "H", "H", "H", "H", "H", "H", "H", "H", "H", "H", "H", "H", "H", "H", "H", "H", "H", "H", "H", "H", "H", "H"],
  "coordinates": [[0.147927, 0.726664, 1.152891], [0.997139, 1.075900, 2.893645], [-1.524784, -0.280504, 0.549308], [0.653635, 0.655304, -5.209040], [-1.713678, 2.026321, 1.670444], [-0.406407, 1.558120, -0.904682], [-2.811150, 1.599721, 0.890777], [-0.470409, -1.131795, -4.378480], [0.200424, -1.436842, 2.147497], [1.728224, -0.256890, 0.333398], [1.835689, 2.357734, 0.729097], [-1.842728, 1.693875, 2.911503], [-0.522288, 1.035995, -3.229562], [-1.435306, 2.610548, 5.150951], [-0.181124, 0.718883, -1.933459], [1.512399, -1.638466, 0.134085], [-1.062895, -1.881894, 2.773678], [0.840378, -4.317299, -0.186670], [1.533693, -2.387913, -5.109183], [-4.650935, -2.095143, -1.518262], [-5.610265, -1.289433, -2.113356], [-1.181797, -2.783129, -2.678116], [0.744128, 2.638068, 6.138723], [-1.601740, -1.667214, -3.618591], [1.759523, -3.722916, -1.036860], [0.450295, 1.716944, 3.936442], [0.264745, -3.584933, 0.844124], [-2.623125, 0.437938, 0.372372], [1.675986, 3.564653, 1.572872], [-0.616563, 2.933005, 6.211252], [3.049750, 1.586108, 1.029730], [2.058295, 2.840052, -0.670934], [4.141368, -0.541816, 0.841972], [-3.668811, -0.154189, -0.489466], [0.614466, -2.254790, 1.010139], [0.104540, -1.980638, -5.427448], [4.210291, 2.158043, 1.510508], [-1.400947, 3.104416, -2.421529], [2.087739, -2.382530, -0.890099], [5.309779, 0.035797, 1.319309], [-0.908555, 2.033228, 3.987150], [-1.028318, 2.713416, -1.143340], [-4.638676, 0.652705, -1.080962], [1.277054, 2.029547, 5.019522], [2.989531, 0.229881, 0.698442], [-0.086957, 0.160822, -4.373036], [5.349138, 1.376073, 1.664083], [-5.600722, 0.083519, -1.896841], [1.271179, -1.578969, 3.180584], [-1.122925, 2.266006, -3.479070], [-3.673491, -1.526745, -0.714212], [0.067641, -1.437713, -6.372085], [2.174254, -1.509432, -5.041198], [-2.497128, 2.819840, 5.202516], [-1.347552, -1.139475, 3.519278], [-0.536344, -2.857924, -5.516351], [1.393259, 2.869958, 6.972989], [0.312598, -0.213408, -1.695810], [6.192670, -0.579041, 1.432883], [-0.597265, -3.540412, -3.201770], [-6.350108, 0.708963, -2.363256], [2.213545, -4.295225, -1.835255], [-1.031186, 3.399921, 7.093329], [2.327210, 1.775260, 4.958234], [1.392859, -2.639752, 3.406954], [-6.370312, -1.729899, -2.745222], [-4.626181, 1.718088, -0.894101], [-2.054576, -3.276242, -2.251674], [1.930323, -3.035028, -5.891831], [-1.846258, -1.972578, 2.030198], [-1.350276, 2.544406, -4.500157], [-0.573714, -2.397536, -1.857006], [0.978920, -1.039361, 4.077355], [1.261002, 3.514764, -0.969506], [-2.088536, -0.860966, -3.072727], [-1.885272, 4.060111, -2.560266], [1.581945, -2.930256, -4.162674], [2.406789, 4.326691, 1.297353], [-4.664815, -3.164929, -1.682139], [-2.336918, -2.032861, -4.342122], [4.245223, 3.207588, 1.769996], [-0.920012, -2.835946, 3.285298], [2.777402, -1.904805, -1.575442], [-1.217113, 3.346407, -0.287822], [-2.907483, -2.142818, -0.261798], [1.798815, 3.315186, 2.620728], [2.204606, -1.168405, 2.806725], [4.116446, -1.597440, 0.608558], [-0.434788, -4.060133, 1.518442], [-2.781679, 1.223382, 3.214425], [0.570777, -5.356840, -0.315924], [2.108754, 1.993991, -1.350325], [6.257395, 1.820672, 2.046195], [3.005633, 3.379058, -0.696434], [0.676731, 3.968900, 1.410135]],
  "atomic_forces_ev_per_a": [[-0.149, 0.207, -0.472], [-0.234, 0.084, -0.041], [0.070, 0.131, 0.013], [-0.037, -0.043, 0.005], [0.385, -0.881, 0.182], [0.082, -0.342, 0.087], [-0.135, 0.007, -0.061], [-0.099, -0.003, -0.017], [0.017, 0.198, 0.044], [0.111, -0.172, -0.069], [0.109, 0.003, -0.154], [-0.206, 0.473, 0.231], [-0.074, 0.031, -0.002], [0.036, -0.053, -0.068], [-0.073, 0.208, 0.122], [0.048, 0.017, 0.048], [0.034, 0.020, 0.017], [-0.004, -0.059, -0.011], [0.065, -0.036, 0.010], [0.016, 0.044, 0.012], [-0.019, -0.003, -0.012], [-0.007, 0.002, 0.066], [0.024, -0.008, 0.004], [0.055, -0.040, -0.122], [0.034, 0.014, -0.019], [0.200, 0.064, 0.099], [0.009, 0.129, 0.036], [-0.078, 0.080, -0.055], [-0.017, -0.037, 0.025], [0.013, 0.023, 0.038], [0.026, 0.056, 0.052], [-0.056, -0.007, 0.090], [-0.030, 0.016, 0.006], [0.023, -0.042, -0.022], [0.035, -0.121, -0.069], [-0.016, -0.014, 0.041], [-0.007, -0.062, -0.017], [0.018, 0.030, 0.289], [-0.052, 0.039, 0.007], [-0.020, -0.027, -0.012], [-0.083, -0.087, 0.189], [-0.062, 0.101, -0.149], [0.028, 0.002, 0.022], [-0.132, 0.046, -0.013], [0.067, -0.100, 0.022], [0.119, 0.104, -0.027], [0.034, 0.054, 0.024], [-0.022, 0.000, -0.017], [-0.042, 0.054, -0.059], [0.057, -0.114, -0.166], [-0.024, -0.019, -0.010], [0.006, 0.003, 0.000], [-0.015, 0.012, -0.008], [-0.007, -0.008, -0.009], [-0.007, -0.012, 0.000], [-0.002, 0.002, -0.006], [-0.019, 0.017, 0.009], [0.002, -0.026, -0.041], [0.007, 0.006, 0.006], [0.002, 0.001, -0.015], [-0.002, 0.002, 0.002], [-0.016, -0.029, 0.007], [0.015, -0.003, 0.007], [0.003, -0.020, -0.011], [0.018, -0.002, 0.013], [0.001, -0.002, 0.000], [0.001, 0.000, -0.002], [-0.013, 0.009, -0.019], [-0.016, 0.009, -0.014], [0.010, -0.006, -0.009], [-0.021, 0.024, 0.012], [-0.020, -0.008, -0.019], [0.006, -0.010, 0.006], [0.028, -0.003, -0.001], [0.019, 0.018, 0.035], [-0.008, -0.006, -0.034], [-0.017, 0.003, 0.002], [-0.007, 0.006, 0.003], [0.007, -0.004, 0.003], [0.002, -0.024, 0.029], [-0.016, 0.006, -0.007], [-0.013, -0.002, -0.004], [0.009, 0.023, 0.015], [0.002, -0.004, 0.006], [0.003, 0.002, 0.011], [0.008, 0.002, -0.007], [0.007, -0.022, 0.015], [0.000, -0.005, -0.009], [0.002, -0.018, -0.009], [-0.045, 0.096, -0.046], [0.008, 0.001, -0.009], [0.022, 0.003, -0.005], [0.006, -0.015, -0.002], [0.008, 0.000, -0.026], [0.005, 0.011, 0.011]],
  "e_tot_ev": -60589.484,
  "orbital_gap_ev": [7.108, 7.299],
  "spin_multiplicity": 3,
  "e_homo_ev": [-9.70, -10.36],
  "charge": 1
}